Formula: C25H52N2O17P4
Source: OMol25
Level of theory: the ωB97M-V functional and the def2-TZVPD basis

## Properties
SMILES string   N#CC(CP(=O)(O)O)(CP(=O)(O)O)[C@@](C#N)(CCCCO)CCOC=O.CCOP(=O)(OCC)OCC.CCOP(=O)(OCC)OCC
Gap between HOMO and LUMO   0.280 Ha
LUMO energy   -0.08478 Ha
Total charge   0

Geometry as XYZ:
```
100
C25H52N2O17P4 the ωB97M-V functional and the def2-TZVPD basis
N 7.345 2.044 -3.354
C 7.499 1.959 -2.054
C 7.699 2.075 -0.428
C 7.640 3.629 0.146
P 6.686 4.845 -0.976
O 5.331 4.290 -1.571
O 7.628 5.543 -2.272
O 6.231 6.210 0.066
C 9.232 1.531 -0.072
P 10.352 1.309 -1.603
O 11.817 0.952 -1.032
O 10.574 2.765 -2.559
O 9.914 -0.100 -2.593
C 6.593 1.088 0.345
C 6.929 1.026 1.983
N 7.296 1.350 3.202
C 5.049 1.625 0.230
C 4.288 1.270 -1.177
C 2.701 1.784 -1.045
C 1.815 0.439 -0.718
O 1.207 -0.127 -1.963
C 6.635 -0.467 -0.174
C 5.532 -1.454 0.551
O 5.940 -2.872 0.295
C 5.423 -3.279 -1.034
O 6.187 -3.885 -1.983
H 7.130 3.702 1.223
H 8.724 4.104 0.301
H 7.045 6.311 -2.609
H 5.448 5.903 0.645
H 9.810 2.252 0.674
H 9.216 0.474 0.484
H 10.637 2.407 -3.515
H 9.864 -0.883 -1.939
H 4.976 2.779 0.528
H 4.438 1.062 1.088
H 4.714 1.816 -2.125
H 4.222 0.132 -1.438
H 2.625 2.532 -0.148
H 2.406 2.336 -2.038
H 2.469 -0.455 -0.273
H 1.000 0.661 0.119
H 1.824 0.071 -2.753
H 6.429 -0.538 -1.346
H 7.692 -0.999 -0.018
H 5.469 -1.346 1.715
H 4.442 -1.359 0.135
H 4.282 -3.095 -1.306
C -3.971 0.607 3.595
C -3.762 -0.008 2.223
O -3.836 0.948 1.182
P -2.779 2.209 1.208
O -1.609 1.334 0.694
O -3.029 2.882 -0.301
C -1.870 3.140 -1.114
C -1.694 2.020 -2.123
O -4.085 3.186 1.783
C -5.324 3.304 1.066
C -6.274 2.105 1.118
H -3.133 1.271 3.859
H -4.043 -0.168 4.363
H -4.876 1.213 3.632
H -2.801 -0.529 2.177
H -4.545 -0.745 2.039
H -0.983 3.259 -0.485
H -2.018 4.086 -1.627
H -1.897 1.030 -1.700
H -0.676 2.017 -2.527
H -2.393 2.142 -2.956
H -5.156 3.595 0.025
H -5.850 4.146 1.530
H -5.954 1.299 0.451
H -7.277 2.393 0.783
H -6.360 1.698 2.130
C -5.354 -3.058 -1.041
C -6.813 -2.638 -0.996
O -7.622 -3.557 -0.288
P -7.256 -3.861 1.288
O -7.877 -2.525 1.765
O -8.594 -4.736 1.775
C -9.259 -4.318 2.981
C -10.476 -3.482 2.629
O -6.562 -5.353 0.755
C -7.310 -6.314 -0.006
C -7.579 -5.981 -1.476
H -4.902 -3.008 -0.039
H -4.781 -2.405 -1.704
H -5.241 -4.085 -1.386
H -6.913 -1.642 -0.554
H -7.201 -2.586 -2.015
H -8.566 -3.770 3.627
H -9.561 -5.206 3.529
H -10.293 -2.791 1.798
H -10.809 -2.896 3.493
H -11.303 -4.125 2.312
H -8.250 -6.572 0.490
H -6.705 -7.229 0.006
H -8.385 -5.251 -1.589
H -7.903 -6.875 -2.021
H -6.688 -5.586 -1.973
```

Mulliken population analysis, charges in e, atoms 1 to 4:
1 N -0.6129
2 C -0.4196
3 C 1.9186
4 C -0.5584